Density functional theory data (ωB97M-V/def2-TZVPD) for a structure of composition C5H9F10HfN5O20S6.

XYZ file:
```
56
C5H9F10HfN5O20S6, DFT ωB97M-V/def2-TZVPD
Hf -0.659 2.558 1.349
C -4.660 -0.191 1.088
F -3.861 -1.231 1.283
F -4.673 0.179 -0.164
F -5.870 -0.495 1.504
S -4.056 1.224 2.197
O -3.831 0.671 3.507
O -2.757 1.719 1.585
O -5.095 2.221 2.144
C 4.063 3.283 0.076
F 4.094 4.066 1.147
F 4.934 3.638 -0.831
F 4.260 2.033 0.471
S 2.330 3.472 -0.656
O 2.187 2.547 -1.736
O 1.341 3.155 0.425
O 2.185 4.863 -1.031
N -1.687 3.832 -0.146
S -3.206 4.478 -0.123
O -4.176 3.577 -0.633
O -3.274 5.900 -0.246
F -3.297 4.288 1.447
S -1.429 4.403 -1.749
O -0.471 5.468 -1.733
O -2.488 4.418 -2.722
F -0.716 3.015 -2.083
N -0.241 0.758 0.142
S 1.020 -0.498 0.270
O 1.872 -0.730 -0.850
O 0.777 -1.471 1.308
F 1.944 0.576 1.057
S -0.909 -0.145 -0.997
O -1.485 -1.388 -0.582
O -0.386 -0.003 -2.311
F -2.233 0.758 -1.091
C 3.156 -2.084 3.444
N 4.340 -2.936 3.685
O 4.354 -3.661 4.664
O 5.221 -2.871 2.862
H 2.672 -1.848 4.391
H 2.457 -2.502 2.728
H 3.425 -1.082 3.111
C 0.598 -2.039 -4.527
N -0.513 -2.671 -3.765
O -0.379 -3.125 -2.654
O -1.561 -2.702 -4.390
H 1.276 -1.519 -3.854
H 0.335 -1.289 -5.267
H 0.979 -2.920 -5.044
C 0.403 -4.716 0.504
N 0.795 -6.160 0.450
O 0.265 -6.910 1.261
O 1.546 -6.526 -0.417
H -0.348 -4.643 1.281
H 0.095 -4.543 -0.524
H 1.332 -4.202 0.741
```

The charge is 0. Its total energy is -147208.6354 eV. The spin multiplicity is 1.